(one)
Below is C4H8O3 as an isolated structure, with properties calculated with ωB97M-V/def2-TZVPD.

XYZ file:
```
15
Properties=species:S:1:pos:R:3
C 0.0590 0.4086 -0.0772
C -0.5370 -0.6049 -1.0623
C -0.8648 0.6081 1.1208
C 1.5581 -0.8426 0.4988
O 1.6912 0.4628 0.6381
O 0.1558 1.6659 -0.7097
O 2.5890 -1.2920 -0.1085
H -0.1164 1.6323 -1.6391
H 0.8696 -1.5153 1.0324
H 0.1669 -0.8146 -1.8750
H -0.8348 -1.5395 -0.5811
H -1.4394 -0.1974 -1.5269
H -0.4769 1.3873 1.7818
H -0.9662 -0.3080 1.7069
H -1.8542 0.9494 0.8009
```

Properties
**Spin multiplicity**: 1
**Kohn-Sham gap**: 0.361 hartree

(two)
Below is the molecule C4H8O3, with properties calculated with ωB97M-V/def2-TZVPD.

XYZ file:
```
15
Properties=species:S:1:pos:R:3
O -2.3132 0.2884 0.2219
C -1.3413 -0.7389 0.1879
C 0.0214 -0.1958 -0.2626
C 1.2748 -0.2372 0.6690
O 2.4711 -0.6204 0.0751
C 0.1422 1.2364 -0.6119
O -0.0873 0.2852 -1.6124
H -2.3717 0.6244 -0.6842
H -1.2781 -1.1574 1.1964
H -1.7079 -1.5578 -0.4632
H 1.4944 0.7552 1.1138
H 0.9146 -0.8312 1.5112
H 2.2294 -1.3439 -0.5096
H 1.1525 1.6480 -0.7066
H -0.6009 1.8450 -0.1248
```

Properties
**Spin multiplicity**: 1
**Kohn-Sham gap**: 0.377 hartree

It is (one) that is the most stable of them.